w.
Below is a molecular structure, C4H7NO3, with properties calculated with the ωB97M-V functional and the def2-TZVPD basis.

Its highest occupied orbital energy is -0.3138 hartree. As for the gap between HOMO and LUMO: 0.3178 hartree.

The geometry in ORCA input format:
```
! RIJCOSX wB97M-V def2-TZVPD def2/J DEFGRID3
* xyz 0 1
C -0.6835 -0.7327 0.7450
C -0.3657 0.6625 0.3677
C -1.0290 1.2029 -0.8976
O 1.1668 -0.9659 0.7611
O 2.1004 -1.8777 0.1541
O -1.3119 -1.5679 -0.0744
C 1.1968 0.6652 0.1584
N 2.0744 1.3140 -0.2680
H 2.8916 -1.7057 0.6875
H -1.1182 -1.3531 -0.9995
H -0.8343 -0.9963 1.7850
H -0.5531 1.3089 1.2258
H -2.1113 1.2553 -0.7739
H -0.7925 0.5945 -1.7735
H -0.6305 2.1960 -1.0977
*
```

=====

x.
Below is a single C4H7NO3 molecule, with properties calculated with the ωB97M-V functional and the def2-TZVPD basis.

Its highest occupied orbital energy is -0.3834 hartree. As for the gap between HOMO and LUMO: 0.4032 hartree. As for the SMILES: O=CNC(=O)CCO.

The geometry in ORCA input format:
```
! RIJCOSX wB97M-V def2-TZVPD def2/J DEFGRID3
* xyz 0 1
O -1.4505 -1.2612 -0.0282
C -0.6803 -0.3379 0.0997
N -1.1112 0.8185 0.7355
C -0.5278 2.0655 0.7786
O -1.1192 3.0458 1.1353
C 0.7534 -0.3909 -0.3821
C 1.2497 -1.8362 -0.5628
O 2.2560 -1.8905 -1.5388
H -2.0810 0.7647 0.9760
H 0.5374 2.0690 0.4962
H 1.4018 0.0897 0.3575
H 0.9022 0.0993 -1.3450
H 1.6340 -2.2247 0.3785
H 0.4550 -2.5019 -0.8839
H 3.1242 -1.6381 -1.2129
*
```

=====

Referenced to the most stable arrangement, the calculated values in kcal/mol are w 142.8; x 0.0.

=====

w.
Below is a single C4H7NO3 molecule, with properties calculated with the ωB97M-V functional and the def2-TZVPD basis.

Its highest occupied orbital energy is -0.3309 hartree. As for the gap between HOMO and LUMO: 0.3530 hartree. As for the SMILES: N[C@H]1C[C@H]1OC(=O)O.

The geometry in ORCA input format:
```
! RIJCOSX wB97M-V def2-TZVPD def2/J DEFGRID3
* xyz 0 1
O -3.5615 -0.2158 0.0845
C -2.8976 0.4943 0.7957
N -0.7208 1.2928 -1.5876
C -0.1364 1.7921 -0.3866
C -0.9930 2.7147 0.4391
C -0.6588 1.3334 0.9400
O -1.5888 0.2829 0.9278
H -1.3304 0.4504 -1.5443
H 0.9375 2.0093 -0.3881
H -0.5336 3.5681 0.9380
H -1.9962 2.8872 0.0469
H 0.0557 1.2334 1.7605
H -0.0273 1.1699 -2.3182
O -3.4916 1.3883 1.6329
H -2.8610 1.7533 2.2717
*
```

=====

x.
Below is a single C4H7NO3 molecule, with properties calculated with the ωB97M-V functional and the def2-TZVPD basis.

Its highest occupied orbital energy is -0.3809 hartree. As for the gap between HOMO and LUMO: 0.3997 hartree. As for the SMILES: CCC(=O)NC(=O)O.

The geometry in ORCA input format:
```
! RIJCOSX wB97M-V def2-TZVPD def2/J DEFGRID3
* xyz 0 1
O -1.6671 0.2978 1.2655
C -0.7256 0.3363 0.5155
N -0.9393 1.0412 -0.7110
C -0.3247 0.7689 -1.9498
O -1.1192 0.0046 -2.7273
O 0.7905 1.1136 -2.2069
C 0.6978 -0.0183 0.8425
C 0.7945 -1.1891 1.7908
H -1.9267 1.2462 -0.7309
H -0.7790 0.1072 -3.6222
H 1.1886 0.8987 1.2081
H 1.3765 -0.0959 -0.0164
H 1.5562 -1.9259 1.5238
H 1.2230 -0.8994 2.7741
H -0.1455 -1.6859 2.0442
*
```

=====

Referenced to the most stable arrangement, the calculated values in kcal/mol are w 35.9; x 0.0.